Entry 1
The following is a quantum chemistry calculation of one molecule with the formula C2H4N2S2, from OMol25.

The geometry in XYZ format:
```
10
Properties=species:S:1:pos:R:3
C -0.92 -0.33 1.10
C 0.78 0.83 -1.80
H -0.69 -2.45 0.57
H -1.52 0.70 1.58
H 0.77 0.57 1.61
H 1.66 0.69 -2.64
N -1.49 -1.53 0.80
N 0.41 -0.05 0.87
S 1.37 -0.38 -0.47
S -0.38 1.94 -1.62
```

Calculated values
HOMO ... -8.9340 eV
SMILES ... [H]/N=C\NSC=S
Molar mass ... 120.20 g/mol
LUMO ... -0.612 eV

These are the natural (NBO) partial charges, in e, on atoms 1 to 6: 0.26, -0.50, 0.35, 0.20, 0.40, 0.23


Entry 2
The following is a quantum chemistry calculation of C2H4N2S2 as an isolated structure, from OMol25.

The geometry in XYZ format:
```
10
Properties=species:S:1:pos:R:3
C -0.18 0.09 -0.58
C 1.20 -0.48 -0.45
H -2.92 0.40 -2.56
H -0.64 0.63 0.33
H 1.67 -1.00 -1.39
H 2.65 -0.17 2.91
N -0.95 -0.27 -1.53
N 2.04 -0.68 0.57
S -2.51 0.19 -1.12
S 1.61 0.38 1.97
```

Calculated values
HOMO ... -8.8668 eV
Molar mass ... 120.20 g/mol
LUMO ... -0.514 eV

These are the natural (NBO) partial charges, in e, on atoms 1 to 6: 0.00, 0.01, 0.14, 0.18, 0.21, 0.16


Entry 3
The following is a quantum chemistry calculation of one molecule with the formula C2H4N2S2, from OMol25.

The geometry in XYZ format:
```
10
Properties=species:S:1:pos:R:3
C 0.49 0.75 0.80
C -0.37 0.09 -0.21
H 3.15 -0.87 1.22
H 1.93 -1.08 -0.12
H 0.05 1.56 1.42
H -2.40 0.38 -1.28
N 2.26 -0.80 0.89
N 1.65 0.37 1.33
S -1.98 0.90 -0.03
S 0.06 -1.02 -1.24
```

Calculated values
HOMO ... -9.0223 eV
SMILES ... N/N=C\C(=S)S
Molar mass ... 120.20 g/mol
LUMO ... -0.860 eV

These are the natural (NBO) partial charges, in e, on atoms 1 to 6: -0.14, -0.33, 0.38, 0.38, 0.21, 0.16


In order of decreasing stability: entry 3, entry 2, entry 1.


Entry 1
The following is a quantum chemistry calculation of a 7-piece molecular cluster, C7H24O7 overall, from OMol25.

The geometry in XYZ format:
```
38
Properties=species:S:1:pos:R:3
C 4.55 -1.26 0.26
C 4.19 -0.08 -0.69
C 2.78 0.45 -0.73
C 2.37 1.19 0.30
C 0.99 1.80 0.35
C 0.19 1.54 1.38
O -1.05 2.18 1.37
C 1.90 -0.12 -1.82
H 5.15 -1.99 -0.30
H 3.59 -1.76 0.51
H 5.17 -0.98 1.08
H 4.53 -0.29 -1.73
H 5.02 0.63 -0.52
H 2.93 1.43 1.16
H 0.93 2.53 -0.44
H 0.38 0.85 2.18
H -1.55 1.88 2.14
H 2.20 -1.09 -2.13
H 1.96 0.37 -2.81
H 0.89 -0.07 -1.44
H -2.18 -1.01 3.00
H -2.36 -0.35 1.65
O -2.08 -0.16 2.56
H -2.05 2.84 -0.01
H -3.33 3.54 -0.54
O -2.65 2.90 -0.79
H 1.00 -3.52 1.56
H -0.49 -3.65 1.31
O 0.18 -3.80 1.98
H -2.85 1.09 -1.85
H -1.37 0.82 -2.04
O -2.17 0.46 -1.63
H -3.75 -1.62 -1.90
H -3.16 -1.12 -3.22
O -3.11 -1.84 -2.59
H -2.46 -2.48 0.41
H -2.48 -1.66 -0.80
O -2.90 -1.68 0.09
```

Calculated values
HOMO ... -8.4284 eV
SMILES ... CC/C(C)=C/C=C/O.O.O.O.O.O.O
Molar mass ... 220.26 g/mol
LUMO ... 0.266 eV

These are the natural (NBO) partial charges, in e, on atoms 1 to 6: -0.60, -0.45, 0.02, -0.22, -0.34, 0.15


Entry 2
The following is a quantum chemistry calculation of a 5-piece molecular cluster, C7H24O7 overall, from OMol25.

The geometry in XYZ format:
```
38
Properties=species:S:1:pos:R:3
C 32.78 -2.55 8.42
O 31.58 -3.25 8.05
H 32.68 -1.48 8.57
H 33.00 -3.02 9.38
H 33.62 -2.68 7.73
H 31.80 -4.17 7.85
C 24.63 -2.62 6.17
O 24.36 -1.32 6.66
H 23.92 -2.89 5.39
H 25.66 -2.65 5.80
H 24.62 -3.35 6.98
H 24.79 -1.18 7.50
C 20.46 -5.34 19.10
O 21.86 -5.23 18.84
H 19.86 -4.48 18.79
H 19.92 -6.19 18.67
H 20.43 -5.37 20.19
H 22.26 -4.67 19.51
C 25.42 -9.24 4.07
C 24.19 -9.92 4.58
O 23.84 -9.44 5.88
O 25.58 -9.72 2.74
H 26.24 -9.48 4.74
H 25.37 -8.16 4.01
H 24.42 -10.99 4.57
H 23.36 -9.70 3.91
H 22.88 -9.38 5.87
H 24.67 -9.95 2.58
C 27.25 -6.76 11.63
C 26.82 -6.53 13.17
O 25.41 -6.73 13.36
O 27.10 -8.15 11.41
H 28.21 -6.28 11.45
H 26.46 -6.26 11.07
H 27.08 -5.52 13.49
H 27.45 -7.21 13.74
H 25.22 -6.75 14.30
H 26.27 -8.29 10.95
```

Calculated values
HOMO ... -10.0555 eV
SMILES ... OCCO.OCCO.CO.CO.CO
Molar mass ... 220.26 g/mol
LUMO ... 0.471 eV

These are the natural (NBO) partial charges, in e, on atoms 1 to 6: -0.25, -0.73, 0.19, 0.17, 0.17, 0.47


In order of decreasing stability: entry 1, entry 2.


Entry 1
The following is a quantum chemistry calculation of one molecule with the formula CH4O2SSi, from OMol25.

The geometry in XYZ format:
```
9
Properties=species:S:1:pos:R:3
C 1.28 -0.55 -0.17
O 3.89 -0.49 -0.67
O 2.62 1.63 -0.87
Si -0.49 -0.02 -0.42
S 2.63 0.21 -0.79
H 1.68 -1.80 -0.21
H -0.82 1.08 -1.20
H -0.61 0.63 0.84
H -1.55 -0.99 -0.74
```

Calculated values
HOMO ... -10.0762 eV
SMILES ... O=S(=O)=C[SiH3]
Molar mass ... 108.19 g/mol
LUMO ... -1.080 eV

These are the natural (NBO) partial charges, in e, on atoms 1 to 6: -1.11, -0.85, -0.85, 0.89, 2.07, 0.30


Entry 2
The following is a quantum chemistry calculation of one molecule with the formula CH4O2SSi, from OMol25.

The geometry in XYZ format:
```
9
Properties=species:S:1:pos:R:3
C -0.82 1.43 -0.01
O 1.19 -1.36 1.90
O -0.16 -1.32 -0.08
Si 0.31 0.14 -0.74
S 0.19 -2.16 1.19
H -1.33 2.18 -0.48
H -0.07 -0.56 -2.05
H -1.11 1.43 1.06
H 1.79 0.22 -0.79
```

Calculated values
HOMO (spin up / spin down) ... -9.7068 / -8.1321 eV
Molar mass ... 108.19 g/mol
LUMO (spin up / spin down) ... -0.399 / -1.174 eV

These are the natural (NBO) partial charges, in e, on atoms 1 to 6: -0.71, -0.87, -1.06, 1.32, 1.27, 0.19


In order of decreasing stability: entry 2, entry 1.


Entry 1
The following is a quantum chemistry calculation of a 2-piece molecular cluster, C4H13N2O2 overall, from OMol25.

The geometry in XYZ format:
```
21
Properties=species:S:1:pos:R:3
N -0.91 -1.72 1.60
C -0.30 -0.92 0.49
C -0.54 0.58 0.79
C -1.54 1.36 -0.19
O -0.98 2.46 -0.77
C 1.16 -1.42 0.29
N 1.83 -1.10 -0.98
H -1.06 -1.12 2.42
H -0.22 -2.38 1.95
H -0.82 -1.25 -0.45
H -0.92 0.61 1.79
H 0.40 1.12 0.65
H -2.12 0.75 -0.93
H -2.39 1.72 0.46
H 1.79 -0.90 1.01
H 1.22 -2.50 0.42
H 1.31 -1.48 -1.77
H 1.84 -0.08 -1.01
H 1.00 2.02 -2.74
H 0.03 2.31 -1.22
O 1.20 1.95 -1.81
```

Calculated values
HOMO ... -3.9010 eV
Molar mass ... 121.16 g/mol
Total charge ... -1
LUMO ... 3.946 eV

These are the natural (NBO) partial charges, in e, on atoms 1 to 6: -0.84, -0.06, -0.45, -0.02, -0.83, -0.22


Entry 2
The following is a quantum chemistry calculation of a 2-piece molecular cluster, C4H13N2O2 overall, from OMol25.

The geometry in XYZ format:
```
21
Properties=species:S:1:pos:R:3
C -1.80 -0.34 0.21
C -1.21 0.61 1.26
C -0.12 -0.05 2.13
O 0.99 -0.48 1.50
N -0.80 -0.87 -0.72
C -0.76 -0.20 -2.03
N 0.46 0.62 -2.26
H -2.26 -1.21 0.72
H -2.64 0.15 -0.30
H -0.63 1.35 0.69
H -2.05 1.06 1.76
H 0.07 0.74 2.90
H -0.61 -0.88 2.71
H 0.11 -0.86 -0.28
H -0.75 -1.03 -2.75
H -1.60 0.47 -2.16
H 1.19 0.43 -1.58
H 0.19 1.59 -2.25
H 1.86 0.29 0.57
H 2.96 -0.50 -0.15
O 2.69 0.44 -0.06
```

Calculated values
HOMO ... -3.6628 eV
Molar mass ... 121.16 g/mol
Total charge ... -1
LUMO ... 4.087 eV

These are the natural (NBO) partial charges, in e, on atoms 1 to 6: -0.20, -0.45, -0.01, -0.94, -0.69, -0.04


Entry 3
The following is a quantum chemistry calculation of a 2-piece molecular cluster, C4H13N2O2 overall, from OMol25.

The geometry in XYZ format:
```
21
Properties=species:S:1:pos:R:3
C 0.04 -0.43 -0.54
N -0.64 0.64 -1.30
C -2.11 0.88 -0.75
O -2.72 -0.29 -0.71
C 1.22 0.40 0.10
C 2.61 -0.39 -0.14
N 1.11 0.91 1.47
H 0.33 -1.30 -1.19
H -0.55 -1.03 0.19
H -0.59 0.59 -2.36
H -2.63 1.56 -1.43
H -1.94 1.16 0.30
H 1.25 1.34 -0.40
H 2.43 -1.51 0.11
H 2.64 -0.38 -1.25
H 3.40 -0.01 0.58
H 0.38 0.55 2.07
H 2.03 1.00 1.93
H -1.46 -1.03 1.64
H -2.57 -1.21 0.32
O -2.23 -1.45 1.36
```

Calculated values
HOMO ... -3.2842 eV
Molar mass ... 121.16 g/mol
Total charge ... -1
LUMO ... 3.757 eV

These are the natural (NBO) partial charges, in e, on atoms 1 to 6: -0.27, -0.74, 0.13, -0.91, -0.04, -0.65


In order of decreasing stability: entry 2, entry 1, entry 3.


Entry 1
The following is a quantum chemistry calculation of a 2-piece molecular cluster, C4H13N2O2 overall, from OMol25.

The geometry in XYZ format:
```
21
Properties=species:S:1:pos:R:3
C -0.61 1.20 0.65
O 0.38 1.88 1.25
C -0.06 0.30 -0.64
C 0.23 -1.10 -0.13
C -0.31 -2.23 -1.02
N -0.40 -3.53 -0.32
N 1.08 1.05 -1.20
H -1.37 1.87 0.18
H -1.12 0.49 1.33
H -0.79 0.29 -1.46
H 1.33 -1.29 -0.05
H -0.10 -1.31 0.89
H -1.35 -2.00 -1.28
H 0.28 -2.36 -1.92
H -0.80 -3.43 0.60
H 0.41 -4.13 -0.36
H 1.30 1.76 -0.51
H 1.84 0.38 -1.22
H 0.12 4.62 1.23
H -0.01 3.29 1.86
O -0.06 4.28 2.11
```

Calculated values
HOMO ... -3.5408 eV
Molar mass ... 121.16 g/mol
Total charge ... -1
LUMO ... 3.690 eV

These are the natural (NBO) partial charges, in e, on atoms 1 to 6: 0.00, -0.94, -0.10, -0.42, -0.20, -0.87


Entry 2
The following is a quantum chemistry calculation of a 2-piece molecular cluster, C4H13N2O2 overall, from OMol25.

The geometry in XYZ format:
```
21
Properties=species:S:1:pos:R:3
C -0.40 -0.37 0.45
N 0.18 0.93 -0.01
C -0.65 2.09 0.70
O -0.28 2.12 2.02
C -0.19 -1.52 -0.65
N 1.01 -1.45 -1.49
C 0.90 -0.65 -2.73
H 0.13 -0.69 1.36
H -1.46 -0.14 0.94
H 1.12 1.04 0.31
H -0.29 2.99 0.25
H -1.75 1.90 0.34
H -0.18 -2.44 -0.10
H -1.14 -1.56 -1.18
H 1.74 -1.19 -0.85
H 1.92 -0.60 -3.25
H 0.34 -1.31 -3.42
H 0.71 0.41 -2.54
H -0.32 0.74 2.76
H -1.10 -0.18 3.76
O -0.31 -0.13 3.34
```

Calculated values
HOMO ... -3.3759 eV
Molar mass ... 121.16 g/mol
Total charge ... -1
LUMO ... 3.934 eV

These are the natural (NBO) partial charges, in e, on atoms 1 to 6: -0.27, -0.73, 0.13, -0.93, -0.23, -0.65


In order of decreasing stability: entry 1, entry 2.


Entry 1
The following is a quantum chemistry calculation of a 2-piece molecular cluster, C5H9N2O overall, from OMol25.

The geometry in XYZ format:
```
17
Properties=species:S:1:pos:R:3
C -0.41 -0.26 -1.75
C 1.48 0.64 -1.05
C -1.16 0.33 -0.52
C -0.25 0.41 0.66
C 0.05 -1.65 1.12
N 0.85 -0.17 -1.89
N 1.11 0.83 0.19
O -0.52 1.09 1.83
H -0.86 -0.76 -2.68
H 2.39 1.20 -1.19
H -1.62 1.27 -0.64
H -1.95 -0.31 -0.38
H 1.06 -1.88 0.59
H -0.88 -2.21 0.95
H 0.29 -1.67 2.16
H 1.61 1.42 0.89
H -1.21 1.73 1.72
```

Calculated values
HOMO ... -13.7844 eV
Molar mass ... 113.14 g/mol
Total charge ... +1
LUMO ... -5.491 eV

These are the natural (NBO) partial charges, in e, on atoms 1 to 6: 0.29, 0.39, -0.57, 0.45, -0.59, -0.45


Entry 2
The following is a quantum chemistry calculation of an isolated ion of composition C5H9N2O and charge +1, from OMol25.

The geometry in XYZ format:
```
17
Properties=species:S:1:pos:R:3
C -1.33 2.40 0.51
C -1.17 1.22 0.52
C 0.99 -0.06 0.19
C -1.50 -0.88 -0.71
C -0.84 -0.15 0.42
N 1.54 1.02 -0.30
N 1.66 -1.17 0.39
O 2.84 1.08 -0.56
H -1.77 3.31 0.83
H -0.78 -0.88 -1.45
H -2.43 -0.36 -1.04
H -1.70 -1.88 -0.50
H -1.09 -0.66 1.37
H 1.02 1.89 -0.31
H 1.02 -1.96 0.52
H 2.64 -1.18 0.18
H 3.50 0.97 0.13
```

Calculated values
HOMO ... -14.4612 eV
SMILES ... C#C[C@@H](C)C(=[NH2+])NO
Molar mass ... 113.14 g/mol
Total charge ... +1
LUMO ... -3.294 eV

These are the natural (NBO) partial charges, in e, on atoms 1 to 6: -0.17, -0.07, 0.53, -0.62, -0.22, -0.24


In order of decreasing stability: entry 1, entry 2.